DFT (the ωB97M-V functional and the def2-TZVPD basis) results for an isolated molecule of C20H27N5O4.

Geometry (Å):
C -2.809 4.714 0.491
C -3.235 3.400 1.063
C -2.358 2.402 1.315
C -2.813 1.149 1.880
N -2.179 0.096 2.220
C -0.761 0.011 1.919
C -0.181 -1.206 2.632
C 1.305 -1.384 2.340
C 1.587 -1.488 0.848
C 0.984 -0.280 0.124
C -0.506 -0.139 0.416
C 3.089 -1.594 0.593
N 3.350 -1.926 -0.801
C 3.883 -0.987 -1.626
O 4.197 0.129 -1.240
C 4.098 -1.351 -3.057
C 4.868 -2.299 -3.630
O 4.847 -2.180 -4.958
N 4.036 -1.107 -5.297
C 3.602 -0.607 -4.176
C 2.692 0.572 -4.146
C 2.699 -3.160 -1.213
C 1.209 -3.069 -0.918
O 0.964 -2.716 0.428
N -4.195 1.154 2.111
C -5.005 2.198 1.819
C -6.461 1.964 2.142
O -7.218 3.102 1.826
N -4.596 3.304 1.306
H -1.736 4.750 0.315
H -3.337 4.891 -0.447
H -3.092 5.517 1.173
H -1.306 2.536 1.113
H -0.225 0.908 2.274
H -0.345 -1.108 3.707
H -0.735 -2.087 2.302
H 1.871 -0.533 2.734
H 1.686 -2.284 2.829
H 1.521 0.610 0.467
H 1.165 -0.337 -0.951
H -1.042 -1.030 0.074
H -0.916 0.710 -0.134
H 3.591 -0.658 0.823
H 3.498 -2.391 1.222
H 5.481 -3.091 -3.233
H 2.921 1.192 -3.283
H 2.803 1.155 -5.057
H 1.652 0.248 -4.073
H 2.857 -3.335 -2.273
H 3.135 -3.993 -0.652
H 0.744 -2.350 -1.604
H 0.734 -4.038 -1.072
H -4.563 0.304 2.515
H -6.790 1.084 1.574
H -6.528 1.712 3.208
H -8.137 2.918 2.039

Output
Relative energy (zero: lowest compared OMol25 entry of this formula, charge and spin) = 119.7 kJ/mol
2S+1 = 1
E_tot = -36818.058 eV
Kohn-Sham gap = 0.3202 Eh

=====

DFT (the ωB97M-V functional and the def2-TZVPD basis) results for an isolated molecule of C20H27NO5.

Geometry (Å):
C -0.649 -1.538 -3.860
H -0.623 -0.716 -3.142
O 0.134 -2.632 -3.426
C -0.118 -3.167 -2.212
C -1.126 -2.739 -1.348
C -1.269 -3.332 -0.109
C -0.434 -4.374 0.289
C 0.543 -4.830 -0.601
C 0.707 -4.230 -1.825
H 1.472 -4.559 -2.511
H 1.180 -5.643 -0.290
C -0.529 -5.007 1.612
O -0.249 -6.163 1.828
C -1.050 -4.124 2.755
H -2.139 -4.060 2.710
H -0.754 -4.596 3.699
O -0.579 -2.778 2.729
C 0.737 -2.622 2.549
O 1.490 -3.534 2.337
C 1.160 -1.174 2.654
H 0.578 -0.686 3.436
C 0.984 -0.423 1.326
H 1.625 0.462 1.346
H 1.319 -1.057 0.502
C -0.465 0.005 1.085
C -0.553 0.864 -0.167
O -0.923 0.440 -1.245
N -0.159 2.137 0.023
H 0.123 2.435 0.943
C -0.111 3.129 -1.031
C -1.134 4.244 -0.787
C -0.747 5.122 0.401
C 0.648 5.707 0.202
C 1.674 4.594 0.017
C 1.300 3.709 -1.171
H 2.017 2.893 -1.273
H 1.336 4.304 -2.085
H 1.734 3.996 0.929
H 2.663 5.025 -0.152
H 0.919 6.325 1.061
H 0.646 6.347 -0.683
H -0.771 4.536 1.323
H -1.476 5.927 0.509
H -2.117 3.799 -0.622
H -1.190 4.861 -1.685
H -0.378 2.588 -1.946
H -0.833 0.570 1.944
H -1.090 -0.875 0.950
H 2.215 -1.174 2.929
H -2.065 -2.996 0.540
H -1.781 -1.930 -1.624
H -1.686 -1.841 -4.031
H -0.207 -1.220 -4.803

Output
Relative energy (zero: lowest compared OMol25 entry of this formula, charge and spin) = 75.1 kJ/mol
2S+1 = 1
E_tot = -32906.868 eV
Kohn-Sham gap = 0.3258 Eh

=====

DFT (the ωB97M-V functional and the def2-TZVPD basis) results for an isolated molecule of C20H27NO5.

Geometry (Å):
C -2.872 -6.675 -0.817
H -1.874 -7.123 -0.777
O -2.818 -5.277 -0.656
C -2.134 -4.541 -1.564
C -1.465 -5.055 -2.672
C -0.799 -4.198 -3.535
C -0.781 -2.835 -3.321
C -1.449 -2.307 -2.213
C -2.118 -3.164 -1.347
H -2.634 -2.760 -0.491
C -1.493 -0.864 -1.900
O -2.097 -0.410 -0.959
C -0.718 0.068 -2.838
H 0.341 -0.216 -2.830
H -1.121 0.020 -3.851
O -0.866 1.411 -2.417
C -0.261 1.734 -1.271
O 0.508 0.999 -0.699
C -0.650 3.114 -0.813
H 0.152 3.526 -0.201
C -1.954 3.057 0.000
H -2.213 4.074 0.301
H -2.750 2.670 -0.638
C -1.853 2.177 1.250
C -0.804 2.710 2.217
O -1.054 3.559 3.052
N 0.416 2.163 2.055
H 0.572 1.515 1.296
C 1.564 2.550 2.845
C 2.247 1.318 3.446
C 2.946 0.479 2.379
C 3.955 1.325 1.609
C 3.253 2.511 0.956
C 2.564 3.367 2.017
H 2.043 4.206 1.550
H 3.317 3.778 2.693
H 2.519 2.140 0.239
H 3.976 3.120 0.409
H 4.446 0.717 0.847
H 4.724 1.689 2.295
H 2.210 0.075 1.680
H 3.450 -0.365 2.854
H 1.503 0.715 3.970
H 2.984 1.655 4.179
H 1.165 3.181 3.649
H -1.632 1.149 0.966
H -2.816 2.199 1.762
H -0.805 3.743 -1.691
H -0.255 -2.197 -4.011
H -0.285 -4.612 -4.390
H -1.455 -6.115 -2.874
H -3.361 -6.953 -1.756
H -3.464 -7.043 0.019

Output
Relative energy (zero: lowest compared OMol25 entry of this formula, charge and spin) = 55.2 kJ/mol
2S+1 = 1
E_tot = -32907.075 eV
Kohn-Sham gap = 0.3270 Eh

=====

DFT (the ωB97M-V functional and the def2-TZVPD basis) results for a structure of composition C20H28AsI2N4SSe3TaTe at a distorted geometry.

Geometry (Å):
Ta 0.439 2.321 -0.733
C -5.522 0.616 -3.046
C -4.490 0.418 -1.917
N -3.139 0.115 -2.441
C -1.952 0.468 -1.917
S -1.934 1.647 -0.515
N -0.840 0.038 -2.514
N 0.320 0.529 -2.027
C 1.473 0.122 -2.641
C 1.398 -0.917 -3.702
C 2.655 0.778 -2.247
C 3.935 0.597 -2.895
C 4.999 1.319 -2.459
C 4.868 2.139 -1.262
C 3.636 2.252 -0.681
N 2.506 1.687 -1.173
H -6.484 0.800 -2.553
H -5.601 -0.260 -3.637
H -5.209 1.429 -3.675
H -4.772 -0.416 -1.270
H -4.382 1.345 -1.282
H -3.108 -0.439 -3.278
H 0.337 -1.141 -3.901
H 1.891 -1.849 -3.402
H 1.841 -0.642 -4.642
H 3.983 -0.152 -3.687
H 5.934 1.308 -3.000
H 5.709 2.664 -0.862
H 3.560 2.782 0.269
I -2.750 4.109 1.977
C -3.944 2.496 2.814
I -3.759 0.333 2.834
H -4.950 2.650 2.437
H -3.969 2.715 3.894
Se 1.107 3.230 1.472
Se 1.346 4.884 -0.061
Te -0.957 5.030 -1.542
Se 0.114 3.510 -3.035
C 2.583 -0.630 1.550
As 0.765 0.172 1.302
C 0.464 0.255 3.245
C -0.120 -1.608 0.832
C 0.022 -2.723 1.799
C 1.084 -3.659 1.716
C 1.315 -4.575 2.765
C 0.468 -4.609 3.893
C -0.642 -3.746 3.958
C -0.837 -2.798 2.933
H 2.514 -1.446 2.276
H 3.267 0.171 1.869
H 2.927 -0.974 0.588
H 0.634 -0.696 3.770
H -0.578 0.593 3.380
H 1.117 1.049 3.608
H 0.304 -1.866 -0.155
H -1.164 -1.340 0.735
H 1.748 -3.647 0.862
H 2.120 -5.328 2.734
H 0.729 -5.208 4.752
H -1.340 -3.802 4.799
H -1.670 -2.105 3.088

Output
Relative energy (zero: lowest compared OMol25 entry of this formula, charge and spin) = 0.0 kJ/mol
2S+1 = 1
Net charge = +2
E_tot = -319901.316 eV
Kohn-Sham gap = 0.2031 Eh

=====

DFT (the ωB97M-V functional and the def2-TZVPD basis) results for a structure of composition C20H28AuNO4S2Se2.

Geometry (Å):
Au 0.026 0.187 0.004
O -1.206 -1.181 -1.322
S -2.370 -1.514 -2.254
C -1.703 -2.815 -3.304
C -0.882 -3.869 -2.546
C 0.626 -3.799 -2.813
C 1.334 -2.569 -2.245
S 1.911 -2.651 -0.524
O 1.633 -1.245 0.060
C 0.821 -3.791 0.270
C -0.321 -3.382 0.940
C -1.119 -4.335 1.550
C -0.774 -5.680 1.484
C 0.383 -6.076 0.828
C 1.199 -5.128 0.228
C -3.531 -2.433 -1.273
C -4.593 -3.082 -1.897
C -5.536 -3.727 -1.115
C -5.426 -3.708 0.271
C -4.375 -3.041 0.879
C -3.420 -2.392 0.107
H -1.128 -2.289 -4.070
H -2.573 -3.244 -3.801
H -1.234 -4.855 -2.846
H -1.081 -3.789 -1.476
H 0.813 -3.803 -3.889
H 1.082 -4.716 -2.436
H 0.688 -1.693 -2.251
H 2.241 -2.339 -2.805
H -0.587 -2.334 0.986
H -2.012 -4.033 2.081
H -1.400 -6.421 1.964
H 0.663 -7.120 0.799
H 2.125 -5.428 -0.248
H -4.702 -3.082 -2.975
H -6.362 -4.239 -1.588
H -6.170 -4.210 0.875
H -4.300 -3.019 1.959
H -2.595 -1.869 0.572
C 1.701 2.303 2.534
Se 1.857 1.844 0.656
C 0.918 3.371 -0.098
C -0.510 3.520 0.385
Se -1.666 2.006 -0.036
C -1.832 2.297 -1.953
H 2.206 3.257 2.662
H 2.226 1.528 3.085
H 0.667 2.349 2.856
H 0.977 3.235 -1.177
H 1.499 4.260 0.152
H -0.981 4.394 -0.066
H -0.577 3.639 1.465
H -2.269 3.282 -2.095
H -2.511 1.535 -2.327
H -0.869 2.218 -2.446
O -1.949 -1.492 3.193
N -1.365 -0.508 3.469
O -0.733 0.280 2.831

Output
Relative energy (zero: lowest compared OMol25 entry of this formula, charge and spin) = 0.0 kJ/mol
2S+1 = 3
Net charge = +2
E_tot = -186910.252 eV
Kohn-Sham gap (alpha / beta) = 0.3192 / 0.2384 Eh

=====

DFT (the ωB97M-V functional and the def2-TZVPD basis) results for a structure of composition C20H28BN6O2SV at a distorted geometry.

Geometry (Å):
V -1.758 -1.097 -0.297
B -4.419 -1.308 -2.516
N -3.631 -2.554 -1.990
C -3.974 -3.801 -2.344
C -3.114 -4.693 -1.730
C -2.245 -3.887 -1.000
N -2.567 -2.596 -1.169
N -3.838 0.044 -1.994
C -4.353 1.236 -2.314
C -3.644 2.223 -1.646
C -2.683 1.530 -0.921
N -2.809 0.214 -1.147
H -4.352 -1.303 -3.719
H -5.553 -1.398 -2.116
H -4.807 -3.975 -3.004
H -3.112 -5.766 -1.798
H -1.420 -4.165 -0.365
H -5.193 1.314 -2.983
H -3.799 3.287 -1.675
H -1.921 1.910 -0.263
C 4.195 -0.751 4.119
C 2.775 -0.922 3.586
C 2.624 -0.228 2.232
N 1.328 -0.457 1.595
C 0.139 -0.079 2.111
S -1.209 -1.104 2.032
N 0.022 1.105 2.783
C 0.760 2.298 2.756
O 0.723 3.007 3.735
C 1.435 2.713 1.501
C 1.066 2.236 0.244
C 1.644 2.768 -0.896
C 2.595 3.773 -0.795
C 2.973 4.248 0.456
C 2.393 3.724 1.595
H 4.304 -1.221 5.095
H 4.441 0.307 4.222
H 4.917 -1.205 3.439
H 2.059 -0.493 4.292
H 2.537 -1.983 3.479
H 3.382 -0.601 1.541
H 2.796 0.838 2.350
H 1.234 -1.341 1.113
H -0.720 1.121 3.470
H 0.330 1.451 0.142
H 1.340 2.402 -1.868
H 3.040 4.185 -1.691
H 3.706 5.039 0.537
H 2.665 4.084 2.579
C 1.239 0.151 -2.821
O 0.106 0.063 -1.970
C -0.167 -1.077 -1.239
C 0.805 -2.229 -1.370
H 1.318 -0.714 -3.483
H 2.162 0.260 -2.242
H 1.094 1.042 -3.429
H 1.855 -1.916 -1.315
H 0.665 -2.755 -2.324
H 0.621 -2.954 -0.575

Output
Relative energy (zero: lowest compared OMol25 entry of this formula, charge and spin) = 34.5 kJ/mol
2S+1 = 3
E_tot = -71427.897 eV
Kohn-Sham gap (alpha / beta) = 0.1995 / 0.1969 Eh

=====

DFT (the ωB97M-V functional and the def2-TZVPD basis) results for a structure of composition C20H28BO3 at a distorted geometry.

Geometry (Å):
C 7.139 0.792 -0.158
C 6.048 -0.082 0.232
C 6.023 -1.387 0.679
C 4.651 -1.738 0.802
C 3.898 -0.643 0.420
B 2.455 -0.631 -0.079
O 1.641 -1.734 0.034
C 0.364 -1.221 -0.400
C 0.169 -1.600 -1.875
C -0.699 -1.908 0.417
C 0.563 0.370 -0.194
C -0.313 1.246 -1.064
C 0.467 0.781 1.293
O 1.932 0.546 -0.594
O 4.768 0.405 0.122
H 8.076 0.234 -0.089
H 7.039 1.166 -1.184
H 7.184 1.665 0.501
H 6.880 -2.028 0.859
H 4.234 -2.686 1.114
H -0.824 -1.314 -2.247
H 0.939 -1.122 -2.495
H 0.272 -2.686 -1.970
H -1.696 -1.630 0.047
H -0.594 -2.999 0.314
H -0.623 -1.671 1.488
H -1.365 1.026 -0.863
H -0.143 2.305 -0.847
H -0.122 1.081 -2.133
H -0.534 0.584 1.686
H 1.199 0.243 1.927
H 0.680 1.855 1.384
C -2.478 1.777 2.032
C -2.815 0.488 1.330
C -3.029 -0.698 2.195
C -3.458 0.582 0.047
C -3.752 -0.572 -0.757
C -4.232 -0.442 -2.064
C -4.557 0.812 -2.597
C -4.271 1.957 -1.845
C -3.696 1.855 -0.581
H -1.829 2.417 1.408
H -3.379 2.374 2.268
H -1.970 1.587 2.985
H -3.097 -1.637 1.640
H -2.230 -0.778 2.944
H -3.973 -0.621 2.771
H -3.596 -1.575 -0.357
H -4.397 -1.342 -2.664
H -5.015 0.892 -3.583
H -4.521 2.938 -2.247
H -3.415 2.769 -0.049

Output
Relative energy (zero: lowest compared OMol25 entry of this formula, charge and spin) = 0.0 kJ/mol
2S+1 = 1
Net charge = +1
E_tot = -28007.449 eV
Kohn-Sham gap = 0.1414 Eh

=====

DFT (the ωB97M-V functional and the def2-TZVPD basis) results for a structure of composition C20H28BrN2OS2V at a distorted geometry.

Geometry (Å):
V -0.492 -0.060 0.516
C 4.655 -1.420 1.141
C 3.668 -0.221 1.157
C 3.845 0.622 2.408
C 2.315 -0.808 0.942
C 1.356 -0.918 1.972
C 0.266 -1.799 1.858
C 0.064 -2.568 0.678
C -0.898 -3.688 0.659
C 0.927 -2.304 -0.418
C 2.016 -1.463 -0.284
H 5.641 -1.041 1.412
H 4.754 -1.885 0.163
H 4.354 -2.185 1.855
H 3.951 0.388 0.285
H 3.737 0.022 3.313
H 3.143 1.455 2.445
H 4.854 1.027 2.434
H 1.572 -0.489 2.947
H -0.290 -2.065 2.758
H -1.707 -3.567 1.384
H -0.362 -4.596 0.981
H -1.285 -3.916 -0.336
H 0.808 -2.883 -1.328
H 2.719 -1.391 -1.106
C -3.520 1.186 -3.237
C -2.406 0.180 -3.346
S -2.238 -1.084 -2.007
O -1.430 -0.338 -0.873
C -3.925 -1.293 -1.306
C -4.327 -0.249 -0.289
H -3.465 1.816 -4.128
H -3.433 1.847 -2.378
H -4.503 0.726 -3.268
H -1.421 0.648 -3.403
H -2.545 -0.457 -4.225
H -3.914 -2.295 -0.872
H -4.600 -1.302 -2.162
H -3.537 -0.075 0.449
H -5.206 -0.612 0.244
H -4.604 0.693 -0.754
Br 2.435 5.643 -1.344
C 1.586 4.055 -0.790
C 1.583 2.904 -1.601
C 0.967 1.761 -1.145
N 0.345 1.675 0.050
C 0.326 2.786 0.816
C 0.923 3.970 0.445
H 2.056 2.926 -2.575
H 0.961 0.875 -1.779
H -0.205 2.740 1.762
H 0.873 4.835 1.095
S -2.947 1.027 4.077
C -2.071 0.713 2.836
N -1.372 0.450 1.872

Output
Relative energy (zero: lowest compared OMol25 entry of this formula, charge and spin) = 84.6 kJ/mol
2S+1 = 1
Net charge = +4
E_tot = -143577.669 eV
Kohn-Sham gap (alpha / beta) = 0.1727 / 0.1727 Eh